No. 1
C38H53As2GeIrN2O3 | ωB97M-V/def2-TZVPD

```
100
Properties=species:S:1:pos:R:3:forces:R:3:lowdin_charge:R:1
Ir -0.169 -0.641 -1.803 -0.4 0.0 0.0 0.98
C 2.794 -1.188 0.203 0.0 0.0 0.0 -0.20
As 2.185 -0.699 -1.548 0.2 0.0 -0.1 1.09
C 3.214 -1.758 -2.798 0.0 0.0 0.0 -0.23
C 2.873 1.064 -1.937 -0.1 0.0 0.1 -0.40
C 4.218 1.358 -1.747 0.0 0.0 0.1 -0.09
C 4.689 2.631 -2.033 0.0 0.0 0.0 -0.04
C 3.824 3.608 -2.514 0.0 0.0 0.0 -0.04
C 2.484 3.315 -2.714 0.0 0.0 0.1 -0.08
C 2.010 2.041 -2.421 0.0 -0.1 0.0 -0.40
As 0.170 1.544 -2.668 0.1 0.1 0.0 1.08
C -0.928 2.815 -1.727 0.0 0.0 0.0 -0.21
C -0.206 1.847 -4.537 0.0 0.0 0.0 -0.23
H 3.882 -1.157 0.236 0.0 0.0 0.0 0.05
H 2.450 -2.198 0.430 0.0 0.0 0.0 0.05
H 2.379 -0.477 0.915 0.0 0.0 0.1 0.02
H 4.265 -1.520 -2.639 0.0 0.0 0.0 0.05
H 2.957 -1.473 -3.817 0.0 0.0 0.0 0.04
H 3.065 -2.824 -2.654 0.0 0.0 0.0 0.03
H 4.900 0.613 -1.355 0.0 0.0 0.0 0.11
H 5.734 2.864 -1.882 0.0 0.0 0.0 0.12
H 4.198 4.599 -2.732 0.0 0.0 0.0 0.12
H 1.817 4.088 -3.080 0.0 0.0 0.0 0.11
H -0.659 3.830 -2.017 0.0 0.0 0.0 0.05
H -0.786 2.681 -0.657 0.0 0.0 0.0 0.01
H -1.973 2.632 -1.977 0.0 0.0 0.0 0.04
H 0.021 2.882 -4.786 0.0 0.0 0.0 0.05
H -1.261 1.657 -4.737 0.0 0.0 0.0 0.04
H 0.415 1.198 -5.154 0.0 0.0 0.0 0.04
C -4.613 -0.777 -2.401 0.0 0.0 0.0 0.03
C -3.374 -0.392 -1.669 -0.1 0.1 0.1 -0.40
C -3.504 0.179 -0.305 0.0 0.0 -0.1 0.01
O -2.290 -0.529 -2.246 0.1 -0.2 0.0 -0.12
H -5.257 -1.377 -1.757 0.0 0.0 0.0 0.11
H -4.378 -1.310 -3.318 0.0 0.0 0.0 0.10
H -5.176 0.130 -2.640 0.0 0.0 0.0 0.11
H -4.034 -0.524 0.340 0.0 0.0 0.0 0.11
H -4.153 1.058 -0.359 0.0 0.0 0.0 0.11
H -2.555 0.467 0.137 0.0 0.0 0.0 0.06
O -0.734 -2.259 -0.538 0.1 0.2 0.3 -0.12
C -0.694 -1.493 0.486 0.1 0.0 -0.1 -0.60
O -0.342 -0.285 0.257 0.0 0.0 0.0 -0.17
C -1.081 -1.984 1.837 -0.1 -0.3 0.0 -0.14
C -0.321 -1.436 3.045 0.0 0.0 0.0 -0.22
Ge -0.272 0.509 3.386 0.1 0.1 0.2 1.02
C 1.357 1.293 2.637 0.0 0.0 -0.1 -0.28
C 2.564 0.962 3.257 0.0 0.0 0.0 -0.12
C 3.770 1.501 2.822 0.0 0.0 0.0 -0.07
C 3.786 2.393 1.759 0.0 0.0 0.0 -0.08
C 2.597 2.733 1.127 0.0 0.0 0.0 -0.09
C 1.399 2.180 1.560 0.0 -0.1 -0.1 -0.12
C -0.123 0.718 5.315 -0.1 0.0 0.0 -0.27
C 0.617 1.763 5.870 0.0 0.0 0.0 -0.11
C 0.678 1.941 7.245 0.0 0.0 0.0 -0.07
C -0.010 1.080 8.087 0.0 0.0 0.0 -0.07
C -0.762 0.045 7.551 0.0 0.0 0.0 -0.07
C -0.820 -0.130 6.176 0.0 0.0 0.0 -0.11
C -1.955 1.314 2.810 -0.1 0.0 0.0 -0.26
C -2.076 2.588 2.258 0.0 0.0 0.0 -0.11
C -3.324 3.141 1.995 0.0 0.0 0.0 -0.08
C -4.479 2.434 2.302 0.0 0.0 0.0 -0.09
C -4.380 1.172 2.873 0.0 0.0 0.0 -0.08
C -3.129 0.621 3.120 0.0 0.0 -0.1 -0.12
H -1.020 -3.074 1.789 0.0 0.0 0.0 0.13
H -2.152 -1.763 1.928 0.0 0.1 0.0 0.12
H 0.717 -1.782 3.058 0.0 0.0 -0.2 0.08
H -0.764 -1.891 3.933 0.0 0.0 0.0 0.07
H 2.568 0.287 4.106 0.0 0.0 0.0 0.11
H 4.691 1.235 3.323 0.0 0.0 0.0 0.11
H 4.721 2.833 1.435 0.0 0.0 0.0 0.11
H 2.602 3.437 0.301 0.0 0.0 0.0 0.10
H 0.481 2.451 1.052 0.0 0.0 0.0 0.06
H 1.154 2.452 5.227 0.0 0.0 0.0 0.10
H 1.258 2.756 7.659 0.0 0.0 0.0 0.11
H 0.036 1.218 9.159 0.0 0.0 0.0 0.11
H -1.304 -0.626 8.205 0.0 0.0 0.0 0.11
H -1.420 -0.944 5.784 0.0 0.0 0.0 0.09
H -1.193 3.188 2.066 0.0 0.0 0.0 0.09
H -3.395 4.140 1.582 0.0 0.0 0.0 0.11
H -5.450 2.876 2.123 0.0 0.0 0.0 0.11
H -5.275 0.628 3.145 0.0 0.0 0.0 0.11
H -3.076 -0.356 3.591 0.0 0.0 0.0 0.10
C 0.685 -3.978 -4.906 0.0 0.0 0.0 -0.03
C -0.342 -4.007 -3.778 0.0 -0.1 0.0 -0.62
C -1.407 -5.058 -4.085 0.0 0.0 0.0 -0.03
C 0.310 -4.315 -2.432 0.1 -0.1 0.0 -0.04
N -1.098 -2.730 -3.758 0.0 0.1 -0.1 -0.01
N -0.284 -1.531 -3.682 0.0 0.1 0.0 -0.10
H 1.113 -4.971 -5.027 0.0 0.0 0.0 0.10
H 1.535 -3.316 -4.706 0.0 0.0 0.0 0.06
H 0.222 -3.689 -5.851 0.0 0.0 0.0 0.10
H -0.956 -6.050 -4.097 0.0 0.0 0.0 0.10
H -1.869 -4.870 -5.053 0.0 0.0 0.0 0.09
H -2.185 -5.058 -3.319 0.0 0.0 0.0 0.09
H 0.889 -5.237 -2.497 0.0 0.0 0.0 0.10
H -0.443 -4.435 -1.654 0.0 0.0 0.0 0.08
H 0.982 -3.515 -2.113 0.0 0.0 0.0 0.04
H -1.703 -2.712 -2.943 0.0 0.0 0.0 0.09
H -0.732 -0.884 -4.328 0.0 0.0 0.0 0.09
H 0.612 -1.766 -4.106 0.0 0.0 0.0 0.07
```
Forces are in eV/Å.

Its charge is +2. The molar mass comes out at 1000.52 Da. As for the orbital gap: 7.743 eV. As for the total energy: -230409.7218 eV. Its HOMO energy is -12.75 eV.

***

No. 2
C38H53As2GeIrN2O3 | ωB97M-V/def2-TZVPD

```
100
Properties=species:S:1:pos:R:3:forces:R:3:lowdin_charge:R:1
Ir 0.137 -0.430 -0.182 -0.4 0.0 -0.1 0.99
C -0.571 0.100 3.432 0.0 0.0 0.0 -0.23
As 0.509 -0.841 2.133 0.0 -0.1 0.0 1.07
C 2.316 -0.599 2.757 0.0 -0.1 0.0 -0.23
C 0.071 -2.705 2.338 0.0 0.0 -0.1 -0.39
C 0.609 -3.493 3.347 0.0 0.0 0.0 -0.08
C 0.278 -4.840 3.416 0.0 0.0 0.0 -0.04
C -0.584 -5.395 2.482 0.0 0.0 0.0 -0.04
C -1.131 -4.607 1.477 0.0 0.0 0.0 -0.07
C -0.804 -3.260 1.402 0.0 0.0 0.0 -0.39
As -1.572 -2.081 0.078 0.1 -0.1 0.1 1.11
C -1.953 -3.128 -1.491 0.0 0.0 0.0 -0.20
C -3.310 -1.663 0.801 0.0 0.0 -0.1 -0.23
H -0.464 -0.397 4.394 0.0 0.0 0.0 0.05
H -1.616 0.076 3.128 0.0 0.0 0.0 0.02
H -0.240 1.134 3.531 0.0 0.0 0.0 0.04
H 2.357 -0.745 3.835 0.0 0.0 0.0 0.05
H 2.637 0.416 2.526 0.0 0.0 0.0 0.04
H 2.969 -1.318 2.265 0.0 0.0 0.0 0.05
H 1.291 -3.074 4.077 0.0 0.0 0.0 0.11
H 0.699 -5.458 4.198 0.0 0.0 0.0 0.12
H -0.831 -6.447 2.533 0.0 0.0 0.0 0.12
H -1.803 -5.056 0.756 0.0 0.0 0.0 0.11
H -2.733 -3.849 -1.247 0.0 0.0 0.0 0.05
H -1.055 -3.651 -1.809 0.0 0.0 0.0 0.05
H -2.311 -2.466 -2.281 0.0 0.0 0.0 0.03
H -3.745 -2.593 1.165 0.0 0.0 0.0 0.05
H -3.939 -1.238 0.020 0.0 0.0 0.0 0.04
H -3.216 -0.944 1.608 0.0 0.0 0.0 0.02
C 3.570 2.412 -0.718 0.2 0.0 0.3 0.00
C 2.850 1.111 -0.755 -0.1 0.0 -0.3 -0.41
C 3.591 -0.097 -1.197 0.1 -0.1 0.1 0.03
O 1.650 1.084 -0.456 0.1 0.0 0.3 -0.11
H 4.189 2.521 -1.609 0.0 0.0 0.3 0.08
H 4.249 2.397 0.140 0.0 0.0 0.1 0.12
H 2.880 3.245 -0.625 0.0 0.0 0.0 0.10
H 4.639 -0.044 -0.907 0.0 0.0 0.0 0.11
H 3.565 -0.075 -2.295 0.0 0.0 0.2 0.09
H 3.129 -1.018 -0.850 0.0 0.0 0.0 0.08
O 1.094 -2.066 -1.060 0.1 0.2 0.0 -0.18
C 0.832 -1.638 -2.247 0.2 0.0 0.2 -0.63
O 0.139 -0.579 -2.300 -0.3 -0.3 0.0 -0.13
C 1.427 -2.311 -3.431 0.0 -0.1 0.0 -0.14
C 0.725 -2.124 -4.774 0.1 0.0 0.1 -0.21
Ge -0.126 -0.386 -5.194 0.1 0.0 -0.3 1.01
C -2.014 -0.554 -4.726 0.0 0.0 0.1 -0.27
C -2.748 -1.451 -5.505 -0.1 0.0 0.1 -0.10
C -4.082 -1.725 -5.226 0.1 0.0 -0.1 -0.06
C -4.715 -1.082 -4.175 0.0 0.1 0.0 -0.08
C -4.005 -0.168 -3.406 0.0 0.0 0.1 -0.10
C -2.664 0.083 -3.669 0.1 0.0 0.0 -0.13
C -0.009 -0.156 -7.122 -0.1 0.0 0.0 -0.28
C -1.030 0.496 -7.814 0.0 0.0 0.0 -0.11
C -0.924 0.733 -9.177 0.0 0.0 0.0 -0.07
C 0.204 0.316 -9.869 0.0 0.0 0.0 -0.07
C 1.229 -0.331 -9.194 0.0 0.0 0.0 -0.07
C 1.122 -0.561 -7.830 0.0 0.0 0.0 -0.11
C 0.890 1.059 -4.364 0.1 0.1 -0.1 -0.26
C 0.319 2.249 -3.915 0.0 -0.1 0.0 -0.09
C 1.110 3.276 -3.415 0.0 0.0 0.0 -0.07
C 2.490 3.129 -3.358 -0.1 0.1 -0.3 -0.11
C 3.075 1.952 -3.805 -0.2 0.1 -0.2 -0.10
C 2.278 0.928 -4.304 0.0 0.2 0.0 -0.11
H 1.562 -3.363 -3.172 0.0 0.0 0.0 0.14
H 2.443 -1.899 -3.474 0.0 0.0 0.0 0.12
H -0.061 -2.874 -4.895 0.0 0.0 0.0 0.08
H 1.462 -2.336 -5.549 -0.1 0.0 -0.1 0.07
H -2.279 -1.943 -6.350 0.0 0.0 0.0 0.11
H -4.629 -2.425 -5.843 0.0 0.0 0.0 0.11
H -5.762 -1.270 -3.973 0.0 0.0 0.0 0.11
H -4.519 0.368 -2.619 0.0 0.0 0.1 0.09
H -2.117 0.801 -3.066 0.0 0.0 0.0 0.07
H -1.923 0.823 -7.293 0.0 0.0 0.0 0.10
H -1.723 1.242 -9.700 0.0 0.0 0.0 0.11
H 0.285 0.496 -10.933 0.0 0.0 0.0 0.11
H 2.111 -0.657 -9.730 0.0 0.0 0.0 0.11
H 1.941 -1.059 -7.321 0.0 0.0 0.0 0.09
H -0.755 2.391 -3.972 0.0 0.0 0.0 0.10
H 0.651 4.204 -3.095 0.0 0.0 0.0 0.11
H 3.109 3.942 -3.000 -0.1 0.0 -0.1 0.11
H 4.153 1.843 -3.794 0.0 0.0 0.0 0.12
H 2.761 0.028 -4.676 0.0 0.0 -0.1 0.11
C -2.662 3.588 -0.647 0.0 0.0 0.0 -0.03
C -2.987 2.592 0.466 0.0 0.0 0.0 -0.61
C -2.527 3.118 1.824 0.0 0.0 0.0 -0.04
C -4.486 2.317 0.512 0.0 0.0 0.0 -0.03
N -2.350 1.259 0.227 0.0 0.2 0.1 -0.03
N -0.916 1.335 0.204 0.0 0.0 0.0 -0.11
H -3.187 4.527 -0.473 0.0 0.0 0.0 0.10
H -2.982 3.207 -1.621 0.0 0.0 0.0 0.09
H -1.599 3.836 -0.696 0.0 0.0 0.0 0.08
H -3.152 3.958 2.122 0.0 0.0 0.0 0.10
H -1.500 3.494 1.808 0.0 0.0 0.0 0.08
H -2.621 2.346 2.590 0.0 0.0 0.0 0.08
H -5.029 3.248 0.667 0.0 0.0 0.0 0.10
H -4.732 1.636 1.328 0.0 0.0 0.0 0.09
H -4.844 1.885 -0.422 0.0 -0.1 -0.1 0.08
H -2.631 0.924 -0.693 0.0 0.0 0.0 0.09
H -0.668 1.726 1.110 0.1 0.0 0.0 0.07
H -0.580 2.018 -0.483 0.0 0.0 0.0 0.10
```
Forces are in eV/Å.

Its charge is +2. The molar mass comes out at 1000.52 Da. As for the orbital gap: 7.661 eV. As for the total energy: -230409.5246 eV. Its HOMO energy is -12.78 eV.

***

Q: What is the HOMO energy in the second record?
A: -12.78 eV

***

Q: Which formula does entry 2 have?
A: C38H53As2GeIrN2O3